[1]
22 unconnected molecules or ions with the total composition C11H66NO21. Source: OMol25; level of theory: wB97M-V/def2-TZVPD.

The geometry in XYZ format:
```
99
Properties=species:S:1:pos:R:3:mulliken_charge:R:1
C 2.14 -3.26 -2.97 -1.020
C 1.05 -2.26 -2.55 -0.947
C 1.36 -1.68 -1.17 -1.019
C 0.01 -1.32 -0.34 -1.260
N 0.36 -0.59 0.89 1.038
C 1.25 -1.35 1.94 -0.788
C 0.66 -0.94 3.37 -0.208
C -0.74 -0.32 3.12 -1.232
C -0.96 -0.51 1.69 0.125
C 0.89 0.85 0.74 -0.771
C 0.12 1.82 -0.30 1.034
C 0.78 3.09 -0.56 -1.845
H 1.80 -3.50 -4.07 0.194
H 2.29 -4.25 -2.40 0.117
H 3.15 -2.82 -2.87 0.361
H 0.28 -2.72 -2.44 1.106
H 0.83 -1.52 -3.39 0.214
H 2.19 -0.95 -1.17 0.503
H 1.79 -2.27 -0.47 0.715
H -0.45 -2.18 -0.24 1.175
H -0.71 -0.70 -1.03 -0.167
H 2.33 -1.20 1.89 0.336
H 1.14 -2.47 1.71 0.154
H 1.51 -0.28 3.60 0.032
H 0.58 -1.82 4.05 0.416
H -0.66 0.69 3.23 0.209
H -1.43 -0.89 3.50 0.558
H -1.64 0.36 1.29 -0.206
H -1.71 -1.18 1.40 0.666
H 1.99 0.74 0.50 0.485
H 0.87 1.40 1.76 0.326
H -0.92 1.79 0.03 -0.216
H 0.19 1.29 -1.30 0.035
H 1.87 3.06 -0.85 0.294
H 0.65 3.79 0.18 0.202
H 0.33 3.28 -1.33 0.685
O -2.18 -0.37 -3.32 -0.568
H -1.72 0.52 -3.51 0.183
H -2.15 -0.46 -4.21 0.334
O -4.57 -0.24 0.81 -0.710
H -4.11 -0.79 0.11 0.392
H -5.02 0.45 0.39 0.269
O 0.82 6.16 1.30 -0.568
H 1.06 6.97 1.73 0.262
H 0.43 6.11 0.50 0.200
O 1.28 2.30 5.14 -0.622
H 0.54 1.70 5.37 0.298
H 2.16 1.90 5.33 0.359
O -3.19 3.26 0.84 -0.610
H -2.43 3.56 1.35 0.417
H -2.97 3.08 -0.13 0.243
O -0.37 -3.53 -5.68 -0.612
H -0.59 -4.20 -4.97 0.307
H -1.26 -3.54 -6.05 0.276
O 1.93 -2.23 -6.69 -0.649
H 2.66 -2.91 -6.67 0.315
H 1.03 -2.69 -6.58 0.346
O -3.71 -1.74 -1.33 -0.647
H -3.31 -1.16 -1.90 0.336
H -4.55 -1.87 -1.81 0.320
O 2.06 -7.06 -3.04 -0.595
H 2.75 -6.60 -2.88 0.332
H 1.23 -6.83 -2.51 0.303
O -0.93 3.90 2.39 -0.605
H -0.35 4.54 2.07 0.208
H -1.15 4.09 3.31 0.262
O 3.89 0.58 -2.96 -0.587
H 3.22 0.52 -3.59 0.300
H 4.23 1.45 -2.78 0.279
O 2.22 4.18 2.67 -0.616
H 1.88 4.87 2.18 0.336
H 1.48 3.83 3.20 0.282
O 3.83 1.23 5.16 -0.627
H 3.94 0.34 5.13 0.278
H 4.18 1.60 4.41 0.308
O -2.91 0.71 5.43 -0.629
H -3.25 -0.18 5.47 0.324
H -3.13 0.82 4.40 0.342
O 4.46 -5.92 -2.29 -0.627
H 4.60 -5.41 -1.45 0.310
H 4.96 -6.61 -1.94 0.287
O -0.75 2.12 -3.72 -0.699
H -1.29 2.69 -3.14 0.387
H -1.20 2.26 -4.51 0.323
O 2.33 -4.35 3.80 -0.614
H 1.61 -4.57 3.28 0.299
H 2.02 -4.55 4.70 0.326
O -2.41 3.28 -1.99 -0.769
H -3.28 3.29 -2.58 0.306
H -1.99 4.16 -1.78 0.424
O -4.11 1.23 2.99 -0.697
H -4.02 2.19 2.79 0.306
H -3.94 0.74 2.15 0.405
O -1.01 5.33 -2.84 -0.701
H -0.25 4.96 -3.35 0.334
H -1.72 5.80 -3.53 0.337
O -2.89 -3.35 3.52 -0.668
H -3.95 -3.29 3.81 0.351
H -3.24 -3.50 2.53 0.313
```

Its total charge is +1. As for the energy relative to the best compared isomer or geometry (same formula, charge and spin): 104.3 kJ/mol. The HOMO energy comes out at -12.2 eV. As for the spin multiplicity: 1.



[2]
A molecular structure, C11H6ClF6NO8PdS3. Source: OMol25; level of theory: wB97M-V/def2-TZVPD.

The geometry in XYZ format:
```
37
Properties=species:S:1:pos:R:3:mulliken_charge:R:1
Pd 0.29 -0.15 0.64 1.221
O 1.78 3.32 -0.88 -0.703
C 0.85 2.61 -0.53 0.511
O 0.83 1.33 -0.70 -0.910
C -0.40 3.29 0.01 0.321
C -0.60 4.58 -0.48 -0.548
C -1.69 5.35 -0.13 -0.531
C -2.63 4.82 0.75 -0.413
C -2.44 3.55 1.26 -0.802
C -1.34 2.74 0.91 0.623
S -1.30 1.20 1.74 -0.279
H 0.16 4.96 -1.14 0.387
H -1.82 6.35 -0.54 0.340
H -3.50 5.39 1.05 0.320
H -3.17 3.13 1.95 0.363
F -2.72 -4.86 -0.11 -0.241
C -2.97 -3.72 -0.77 0.514
F -3.02 -4.01 -2.07 -0.231
F -4.17 -3.29 -0.39 -0.224
S -1.69 -2.44 -0.39 0.931
O -1.56 -2.45 1.04 -0.579
O -2.18 -1.24 -1.00 -0.611
N -0.51 -3.06 -1.17 -0.226
S 0.99 -3.01 -0.83 1.040
O 1.75 -2.21 -1.74 -0.662
O 1.28 -2.86 0.57 -0.555
C 1.45 -4.75 -1.25 0.501
F 2.74 -4.96 -0.99 -0.220
F 1.24 -5.01 -2.54 -0.241
F 0.74 -5.62 -0.53 -0.231
Cl 5.27 0.22 0.40 -0.293
C 3.49 0.22 0.58 0.621
C 3.03 0.04 2.03 0.642
O 3.82 0.06 2.96 -0.703
O 1.75 -0.06 2.15 -0.737
H 3.12 -0.59 -0.05 -0.198
H 3.13 1.16 0.17 -0.199
```

Its total charge is -2. As for the energy relative to the best compared isomer or geometry (same formula, charge and spin): 0.0 kJ/mol. The HOMO energy (spin up / spin down) comes out at -2.4 / -2.3 eV. As for the spin multiplicity: 3.